No. 1
{"formula": "C4H11N2O", "method": "ωB97M-V/def2-TZVPD", "elements": ["O", "N", "N", "C", "C", "C", "C", "H", "H", "H", "H", "H", "H", "H", "H", "H", "H", "H"], "xyz": [[0.39, 1.26, -1.42], [0.96, -0.09, 0.27], [-1.99, 0.23, -1.75], [1.45, -0.65, 2.60], [-1.42, 0.13, -0.37], [0.08, 0.38, -0.64], [0.76, -1.17, 1.28], [-1.95, 0.89, 0.20], [-2.93, 0.60, -1.92], [2.50, -0.56, 2.34], [1.92, 0.21, 0.16], [1.32, -1.34, 3.44], [-1.56, -0.85, 0.07], [-0.28, -1.36, 1.49], [-1.36, 0.93, -2.21], [-1.91, -0.61, -2.31], [1.46, -1.94, 0.97], [1.10, 0.31, 2.92]], "lowdin_charge": [0.068, 0.082, 0.182, -0.066, -0.018, -0.465, -0.175, 0.153, 0.179, 0.072, 0.163, 0.087, 0.116, 0.101, 0.153, 0.179, 0.120, 0.069], "lumo_energy_ev": -3.7, "charge": 1, "gap_ev": 10.19, "smiles": "CCNC(=O)C[NH3+]"}



No. 2
{"formula": "C4H11N2O", "method": "ωB97M-V/def2-TZVPD", "elements": ["O", "N", "N", "C", "C", "C", "C", "H", "H", "H", "H", "H", "H", "H", "H", "H", "H", "H"], "xyz": [[-0.45, -0.81, -1.07], [0.75, 0.20, 0.58], [-0.85, 1.40, -0.55], [-1.75, -1.11, -1.59], [-0.18, 0.34, -0.36], [1.43, -1.08, 0.57], [1.14, 1.13, 1.56], [-1.63, 1.57, -1.12], [-2.25, -1.80, -0.80], [1.95, 0.78, 2.10], [-0.68, 2.15, 0.03], [-1.44, -1.65, -2.44], [-2.41, -0.27, -1.85], [0.79, -1.71, 1.11], [1.35, -1.46, -0.47], [2.40, -1.13, 1.04], [0.34, 1.35, 2.15], [1.49, 2.10, 1.08]], "mulliken_spin": [0.067, 0.744, 0.333, 0.019, 0.673, -0.004, 0.003, -0.017, 0.002, 0.006, -0.008, 0.003, 0.002, 0.060, 0.022, 0.007, 0.035, 0.052], "lumo_energy_ev": [-2.9, -7.6], "charge": 1, "spin_multiplicity": 3, "s_squared": 2.0063, "gap_ev": [6.24, 7.02]}



No. 3
{"formula": "C4H11N2O2", "method": "ωB97M-V/def2-TZVPD", "elements": ["O", "O", "N", "N", "C", "C", "C", "C", "H", "H", "H", "H", "H", "H", "H", "H", "H", "H", "H"], "xyz": [[-0.08, 2.55, -0.21], [-1.78, 2.72, 1.10], [0.20, -0.38, -0.17], [-0.79, 2.18, 0.67], [1.68, -0.17, -0.42], [-0.01, -1.77, 0.34], [-0.69, -0.16, -1.30], [-0.45, 0.74, 1.21], [1.63, 0.71, -1.03], [-1.33, 0.28, 1.61], [-0.17, -0.70, -2.09], [0.26, -1.72, 1.37], [0.62, -2.56, -0.02], [-0.68, 0.84, -1.66], [-1.12, -1.88, 0.24], [-1.72, -0.23, -1.27], [0.31, 0.70, 1.99], [2.14, -0.05, 0.55], [1.99, -1.09, -0.90]], "lowdin_charge": [0.108, 0.145, -0.276, -0.387, 0.047, -0.004, -0.033, 0.194, 0.097, 0.117, 0.129, 0.090, 0.109, 0.090, 0.127, 0.097, 0.130, 0.107, 0.113], "lumo_energy_ev": -4.9, "charge": 1, "gap_ev": 11.01}



No. 4
{"formula": "C4H11N2O2PS", "method": "ωB97M-V/def2-TZVPD", "elements": ["S", "P", "O", "O", "N", "N", "C", "C", "C", "C", "H", "H", "H", "H", "H", "H", "H", "H", "H", "H", "H"], "xyz": [[0.50, 2.05, -0.78], [2.48, 0.98, -2.42], [-0.08, 3.25, -0.24], [-0.68, 1.17, -1.50], [1.77, 2.36, -1.58], [0.64, 0.95, 0.49], [-1.62, 0.69, 1.02], [-0.07, -1.39, 1.06], [-0.40, -0.05, 0.47], [-0.60, -0.23, -1.10], [0.50, 1.61, 1.26], [-1.57, 0.46, 2.09], [0.51, -1.94, 0.47], [1.36, 0.86, -3.43], [-2.68, 0.39, 0.61], [0.24, -0.63, -1.61], [-1.01, -1.94, 1.05], [-1.50, 1.72, 0.88], [-1.55, -0.64, -1.16], [3.14, 1.79, -3.40], [0.35, -1.26, 2.02]], "lowdin_charge": [0.588, 0.687, -0.297, -0.262, -0.523, -0.075, -0.026, -0.002, -0.580, -0.106, 0.107, 0.094, 0.040, -0.078, 0.135, 0.083, 0.110, 0.040, 0.107, -0.124, 0.080], "lumo_energy_ev": 0.7, "gap_ev": 9.70}



No. 5
{"formula": "C4H11N2O2S", "method": "ωB97M-V/def2-TZVPD", "elements": ["S", "O", "O", "N", "N", "C", "C", "C", "C", "H", "H", "H", "H", "H", "H", "H", "H", "H", "H", "H"], "xyz": [[0.27, 0.02, -0.49], [1.57, -0.60, -0.57], [0.15, 1.37, -0.08], [-0.73, -0.28, -1.70], [1.03, 0.56, 2.79], [2.04, 1.47, 2.53], [-1.98, 0.38, -1.70], [0.25, -0.22, 2.22], [-0.65, -1.67, -2.17], [-0.46, -1.81, -3.24], [-2.81, -0.39, -1.58], [-2.22, 0.73, -2.66], [1.72, 2.07, 1.63], [0.30, -1.91, -1.82], [-0.47, -0.94, 2.77], [-1.44, -2.23, -1.65], [-2.02, 1.19, -1.00], [2.54, 1.91, 3.44], [2.84, 0.80, 2.12], [0.07, -0.44, 1.16]], "lowdin_charge": [0.790, -0.220, -0.245, -0.310, 0.026, -0.079, -0.059, -0.009, -0.024, 0.129, 0.137, 0.097, 0.108, 0.046, 0.161, 0.125, 0.095, 0.125, 0.122, -0.014], "lumo_energy_ev": -6.9, "charge": 1, "gap_ev": 6.85}



No. 6
{"formula": "C4H11N2O3", "method": "ωB97M-V/def2-TZVPD", "elements": ["O", "O", "O", "N", "N", "C", "C", "C", "C", "H", "H", "H", "H", "H", "H", "H", "H", "H", "H", "H"], "xyz": [[-2.64, -1.97, 0.22], [-1.45, 1.16, -1.11], [-3.13, 0.83, 0.48], [0.73, -0.54, -1.30], [-1.41, -1.58, -0.20], [-0.71, -0.80, 0.61], [-2.07, 1.22, 0.13], [0.72, -0.52, 0.27], [1.37, 0.77, 0.72], [0.16, -1.38, -1.56], [0.15, 0.22, -1.71], [-2.06, 0.99, -1.84], [-1.12, -0.57, 1.60], [1.69, -0.60, -1.68], [-2.91, -1.50, 1.00], [0.86, 1.65, 0.25], [1.08, -1.37, 0.69], [-1.57, 2.17, 0.69], [2.40, 0.81, 0.34], [1.54, 0.84, 1.83]], "lowdin_charge": [0.026, 0.001, 0.126, 0.213, 0.001, -0.141, -0.403, -0.270, -0.029, 0.154, 0.137, 0.138, 0.151, 0.183, 0.081, 0.100, 0.120, 0.201, 0.090, 0.121], "lumo_energy_ev": -3.7, "charge": 1, "gap_ev": 10.26}



No. 7
{"formula": "C4H11N2OS", "method": "ωB97M-V/def2-TZVPD", "elements": ["S", "O", "N", "N", "C", "C", "C", "C", "H", "H", "H", "H", "H", "H", "H", "H", "H", "H", "H"], "xyz": [[0.16, -1.97, 0.10], [-1.82, 2.29, 0.54], [-1.82, 0.19, 1.41], [1.89, 0.28, -1.35], [2.47, -0.47, -0.24], [-1.95, 1.08, 0.38], [1.46, -0.94, 0.83], [-2.31, 0.51, -0.97], [1.03, -0.07, 1.35], [2.06, -1.50, 1.57], [-1.48, 0.65, 2.24], [1.52, 1.15, -0.99], [-2.40, 1.30, -1.71], [-1.31, -0.71, 1.17], [1.13, -0.27, -1.73], [-1.53, -0.21, -1.25], [-3.26, -0.04, -0.91], [2.90, -1.40, -0.63], [3.27, 0.14, 0.18]], "lowdin_charge": [0.275, -0.018, 0.099, -0.042, -0.413, -0.619, -0.728, -0.040, 0.033, 0.033, 0.083, 0.047, 0.068, -0.040, 0.003, 0.018, 0.074, 0.080, 0.086], "lumo_energy_ev": 3.9, "charge": -1, "gap_ev": 7.10}



No. 8
{"formula": "C4H11N2S", "method": "ωB97M-V/def2-TZVPD", "elements": ["S", "N", "N", "C", "C", "C", "C", "H", "H", "H", "H", "H", "H", "H", "H", "H", "H", "H"], "xyz": [[-1.18, -1.52, -0.50], [0.75, 2.39, -0.95], [1.09, 0.24, -1.95], [-0.64, 2.10, -0.62], [-0.46, -2.26, 2.08], [-0.51, -1.07, 1.14], [1.42, 1.49, -1.53], [-1.28, 2.47, -1.42], [0.22, -3.02, 1.69], [2.46, 1.77, -1.78], [-0.87, 1.04, -0.49], [-1.45, -2.71, 2.15], [-0.12, -1.99, 3.09], [-1.16, -0.30, 1.57], [0.29, -0.34, -1.59], [-0.91, 2.64, 0.28], [0.47, -0.60, 1.03], [1.89, -0.33, -2.19]], "lowdin_charge": [0.225, -0.066, 0.060, -0.177, -0.254, -0.794, -0.385, 0.066, 0.045, 0.094, -0.021, 0.043, 0.049, 0.033, -0.074, 0.057, 0.037, 0.061], "lumo_energy_ev": 4.0, "charge": -1, "gap_ev": 6.85}



No. 9
{"formula": "C4H11N2S", "method": "ωB97M-V/def2-TZVPD", "elements": ["S", "N", "N", "C", "C", "C", "C", "H", "H", "H", "H", "H", "H", "H", "H", "H", "H", "H"], "xyz": [[1.48, 1.80, -2.58], [-0.70, -0.95, 1.27], [1.42, 0.63, 0.46], [0.82, 0.17, -2.19], [-0.60, -0.72, -0.14], [-1.50, 0.15, 2.00], [0.76, -0.25, -0.64], [1.43, -1.19, -0.60], [-0.24, 0.13, -2.38], [-1.55, -0.22, -0.47], [2.29, 0.95, 0.02], [-0.95, 0.34, 2.94], [0.17, -0.87, 1.76], [-2.48, -0.35, 2.19], [0.77, 1.56, 0.34], [-0.76, -1.72, -0.62], [-1.79, 1.04, 1.34], [1.42, -0.51, -2.69]], "lowdin_charge": [0.085, -0.145, -0.040, -0.749, -0.304, -0.132, -0.436, 0.124, 0.016, 0.119, 0.009, 0.065, 0.055, 0.054, 0.103, 0.105, 0.081, -0.012], "lumo_energy_ev": 3.8, "charge": -1, "gap_ev": 6.33, "smiles": "CNC[C@H](N)C[S-]"}



No. 10
{"formula": "C4H11N2S", "method": "ωB97M-V/def2-TZVPD", "elements": ["S", "N", "N", "C", "C", "C", "C", "H", "H", "H", "H", "H", "H", "H", "H", "H", "H", "H"], "xyz": [[2.69, -0.29, -0.26], [-0.99, 1.05, 0.11], [-0.19, 0.12, 2.08], [0.17, -0.43, -1.43], [0.88, -0.56, -0.08], [-1.24, -0.09, -0.93], [0.31, 0.51, 0.87], [-0.85, 1.88, -0.36], [2.52, -0.91, -1.35], [0.86, 1.44, 0.97], [0.29, 0.40, 2.96], [-1.87, 0.37, -1.66], [-1.80, -0.91, -0.49], [0.63, -1.60, 0.33], [-0.50, -0.92, 2.26], [0.65, 0.29, -2.08], [0.14, -1.37, -1.79], [-1.71, 1.01, 0.84]], "lowdin_charge": [0.843, 0.133, 0.050, -0.175, -0.603, -0.062, -0.390, 0.135, -0.164, 0.153, 0.125, 0.118, 0.140, 0.142, 0.171, 0.126, 0.092, 0.167], "lumo_energy_ev": -3.0, "charge": 1, "gap_ev": 10.07, "smiles": "N[C@@H]1[NH2+]CC[C@H]1S"}



Calculated total energy (eV), listed in the same order as above: -9347.395; -9341.450; -11389.134; -31522.381; -22224.348; -13439.326; -20191.432; -18142.744; -18141.045; -18134.448
Calculated energy relative to the best compared isomer or geometry (same formula, charge and spin) (kcal/mol), listed in the same order as above: 33.7; 36.3; 161.2; 85.6; 101.4; 90.4; 16.0; 8.2; 47.4; 24.7